{
  "formula": "C54H126O27",
  "method": "the ωB97M-V functional and the def2-TZVPD basis",
  "e_tot_ev": -113304.33227,
  "smiles": "COCCOCCOC.COCCOCCOC.COCCOCCOC.COCCOCCOC.COCCOCCOC.COCCOCCOC.COCCOCCOC.COCCOCCOC.COCCOCCOC",
  "lumo_ev": 0.56,
  "largest_force_ha_per_bohr": 0.0833,
  "homo_energy_ev": -9.1468,
  "homo_lumo_gap_ev": 9.709,
  "symbols": ["C", "O", "C", "C", "O", "C", "C", "O", "C", "H", "H", "H", "H", "H", "H", "H", "H", "H", "H", "H", "H", "H", "H", "C", "O", "C", "C", "O", "C", "C", "O", "C", "H", "H", "H", "H", "H", "H", "H", "H", "H", "H", "H", "H", "H", "H", "C", "O", "C", "C", "O", "C", "C", "O", "C", "H", "H", "H", "H", "H", "H", "H", "H", "H", "H", "H", "H", "H", "H", "C", "O", "C", "C", "O", "C", "C", "O", "C", "H", "H", "H", "H", "H", "H", "H", "H", "H", "H", "H", "H", "H", "H", "C", "O", "C", "C", "O", "C", "C", "O", "C", "H", "H", "H", "H", "H", "H", "H", "H", "H", "H", "H", "H", "H", "H", "C", "O", "C", "C", "O", "C", "C", "O", "C", "H", "H", "H", "H", "H", "H", "H", "H", "H", "H", "H", "H", "H", "H", "C", "O", "C", "C", "O", "C", "C", "O", "C", "H", "H", "H", "H", "H", "H", "H", "H", "H", "H", "H", "H", "H", "H", "C", "O", "C", "C", "O", "C", "C", "O", "C", "H", "H", "H", "H", "H", "H", "H", "H", "H", "H", "H", "H", "H", "H", "C", "O", "C", "C", "O", "C", "C", "O", "C", "H", "H", "H", "H", "H", "H", "H", "H", "H", "H", "H", "H", "H", "H"],
  "xyz": [[12.745, 12.861, 13.071], [11.506, 13.429, 12.654], [10.982, 14.146, 13.673], [10.934, 13.462, 15.070], [10.105, 12.323, 14.954], [10.266, 11.339, 15.932], [10.180, 10.038, 15.180], [11.284, 9.860, 14.321], [12.373, 9.283, 14.934], [12.557, 12.063, 13.780], [13.397, 13.610, 13.548], [13.240, 12.470, 12.152], [10.004, 14.467, 13.376], [11.546, 15.054, 13.865], [10.470, 14.199, 15.748], [11.972, 13.195, 15.485], [9.557, 11.456, 16.751], [11.243, 11.321, 16.494], [9.322, 10.100, 14.543], [10.003, 9.199, 15.901], [12.970, 10.116, 15.392], [12.999, 8.726, 14.174], [12.174, 8.603, 15.807], [11.356, 18.033, 12.342], [10.947, 17.754, 13.679], [9.538, 17.623, 13.677], [8.959, 17.528, 15.069], [9.408, 18.489, 15.987], [10.688, 18.249, 16.508], [10.614, 17.104, 17.583], [9.700, 17.033, 18.750], [9.734, 18.170, 19.607], [12.445, 18.189, 12.240], [10.791, 18.907, 11.985], [10.932, 17.276, 11.644], [9.014, 16.841, 13.062], [9.114, 18.576, 13.222], [9.126, 16.526, 15.478], [7.877, 17.602, 14.908], [11.013, 19.191, 16.926], [11.285, 17.821, 15.736], [11.671, 17.050, 17.910], [10.419, 16.123, 17.197], [10.741, 18.508, 19.852], [9.206, 17.889, 20.525], [9.137, 19.022, 19.143], [16.923, 13.182, 9.189], [16.213, 14.042, 10.033], [14.828, 14.208, 9.726], [14.146, 15.013, 10.843], [14.209, 16.421, 10.758], [15.500, 17.004, 10.672], [15.356, 18.538, 10.578], [14.701, 19.014, 11.721], [14.943, 20.364, 12.008], [17.735, 12.884, 9.819], [17.251, 13.727, 8.283], [16.303, 12.332, 8.781], [14.302, 13.229, 9.699], [14.713, 14.583, 8.731], [14.533, 14.684, 11.870], [13.086, 14.826, 10.866], [16.028, 16.690, 9.798], [16.176, 16.781, 11.528], [14.706, 18.727, 9.727], [16.300, 19.054, 10.490], [14.249, 20.956, 11.423], [15.948, 20.544, 11.715], [14.824, 20.724, 13.059], [13.845, 11.391, 18.673], [14.112, 12.190, 17.558], [14.584, 13.399, 18.027], [13.542, 14.422, 18.381], [12.932, 14.048, 19.586], [12.144, 15.008, 20.246], [11.846, 14.516, 21.708], [11.123, 15.401, 22.495], [11.871, 16.536, 22.793], [14.715, 11.308, 19.364], [13.717, 10.428, 18.254], [12.928, 11.789, 19.163], [15.140, 13.746, 17.208], [15.284, 13.185, 18.841], [12.812, 14.438, 17.573], [14.043, 15.428, 18.539], [11.188, 15.099, 19.771], [12.759, 15.953, 20.124], [12.800, 14.196, 22.167], [11.274, 13.622, 21.571], [12.794, 16.273, 23.356], [11.199, 17.109, 23.393], [12.149, 17.030, 21.849], [19.803, 14.456, 11.468], [19.890, 15.407, 12.476], [19.020, 15.409, 13.547], [19.818, 15.261, 14.819], [20.788, 16.250, 15.049], [20.914, 16.685, 16.424], [21.936, 17.841, 16.440], [21.458, 19.008, 15.755], [22.124, 19.233, 14.559], [20.352, 13.465, 11.592], [20.094, 14.910, 10.530], [18.778, 14.115, 11.230], [18.315, 14.567, 13.573], [18.336, 16.227, 13.528], [20.259, 14.222, 14.757], [19.059, 15.208, 15.588], [21.284, 15.866, 17.073], [19.967, 17.121, 16.739], [22.808, 17.479, 15.956], [22.197, 18.273, 17.413], [21.789, 18.662, 13.766], [23.201, 19.100, 14.518], [21.943, 20.331, 14.314], [19.172, 17.451, 9.899], [19.039, 18.826, 9.704], [19.017, 19.661, 10.900], [18.989, 21.088, 10.348], [20.364, 21.291, 10.099], [20.745, 22.538, 9.503], [21.767, 23.286, 10.331], [21.238, 23.858, 11.508], [21.947, 23.684, 12.661], [20.084, 17.194, 10.353], [19.081, 17.002, 8.885], [18.307, 17.085, 10.518], [19.999, 19.626, 11.495], [18.148, 19.414, 11.492], [18.599, 21.848, 11.036], [18.357, 21.133, 9.453], [19.871, 23.163, 9.255], [21.353, 22.317, 8.558], [22.074, 24.183, 9.704], [22.654, 22.631, 10.532], [22.245, 22.583, 12.822], [21.327, 23.913, 13.478], [22.832, 24.342, 12.769], [16.812, 15.391, 20.819], [17.331, 14.402, 19.954], [18.395, 14.787, 19.157], [18.866, 13.517, 18.312], [17.934, 13.245, 17.234], [18.203, 12.093, 16.526], [17.115, 11.925, 15.516], [17.390, 12.869, 14.464], [16.238, 12.943, 13.611], [15.755, 15.178, 21.028], [16.712, 16.366, 20.279], [17.489, 15.621, 21.691], [19.231, 15.181, 19.707], [18.123, 15.537, 18.400], [18.980, 12.649, 19.053], [19.938, 13.707, 17.931], [18.183, 11.130, 17.125], [19.123, 12.138, 15.942], [16.174, 12.187, 15.968], [17.078, 10.924, 15.052], [16.156, 12.013, 13.009], [16.498, 13.745, 12.918], [15.316, 13.145, 14.181], [20.352, 17.609, 20.693], [19.047, 17.598, 20.083], [18.869, 18.917, 19.573], [17.722, 18.929, 18.618], [16.437, 18.677, 19.286], [15.343, 19.245, 18.560], [14.956, 20.568, 19.180], [15.889, 21.604, 18.890], [15.378, 22.875, 19.144], [21.006, 18.084, 20.043], [20.680, 16.605, 20.879], [20.246, 18.115, 21.660], [19.779, 19.228, 19.062], [18.667, 19.629, 20.372], [17.886, 18.066, 17.956], [17.712, 19.839, 18.008], [14.533, 18.552, 18.656], [15.514, 19.413, 17.494], [14.856, 20.502, 20.270], [14.057, 20.786, 18.699], [16.079, 23.538, 18.567], [15.197, 23.077, 20.184], [14.414, 22.983, 18.626], [13.725, 16.993, 14.616], [14.416, 16.071, 15.499], [15.785, 15.835, 15.330], [16.688, 16.809, 16.160], [16.482, 18.179, 15.767], [17.273, 18.517, 14.602], [17.998, 19.874, 14.875], [18.790, 20.115, 13.780], [19.422, 21.406, 13.910], [12.670, 16.844, 14.903], [13.822, 16.713, 13.571], [14.044, 18.022, 14.909], [16.082, 15.971, 14.273], [15.892, 14.799, 15.650], [17.734, 16.605, 16.170], [16.223, 16.754, 17.172], [16.662, 18.533, 13.722], [18.059, 17.814, 14.445], [18.533, 19.735, 15.802], [17.233, 20.644, 14.890], [20.121, 21.462, 13.126], [19.864, 21.519, 14.814], [18.612, 22.160, 13.766]],
  "forces_ev_per_angstrom": [[0.21, -0.15, -1.19], [1.42, -1.23, -0.90], [-0.34, 0.81, 2.47], [0.28, 0.12, -0.34], [0.67, 0.54, 0.20], [1.07, -0.47, 0.78], [-0.59, -0.42, 0.82], [-1.17, -0.67, -0.16], [2.30, 0.00, 0.94], [0.12, -0.34, -0.03], [-0.22, 0.01, -0.17], [-0.29, 0.17, 0.75], [-0.80, 0.00, -0.02], [0.44, 0.56, -0.09], [0.22, -0.09, 0.04], [-1.41, 0.36, -0.59], [-0.57, -0.20, -0.12], [-0.33, 0.60, -0.83], [-0.60, -0.06, -0.44], [0.47, 0.30, -0.60], [0.16, -0.72, -0.34], [-0.70, 0.68, 0.81], [-0.35, 0.27, -0.90], [-0.70, 0.04, -0.79], [-0.59, -0.79, -1.05], [-1.25, 1.98, -0.28], [0.13, -0.86, 0.01], [-1.07, 0.93, -0.75], [-2.24, -1.71, 1.81], [0.72, 0.14, 1.44], [1.22, 1.27, -1.20], [-1.37, 0.55, -0.80], [-0.62, -0.31, 0.21], [0.45, 0.44, 0.25], [0.85, -0.19, 0.43], [1.25, -0.04, 0.25], [0.47, -0.69, 0.42], [0.07, -0.12, 0.01], [0.09, 0.29, 0.44], [0.45, 0.08, 0.00], [1.03, 0.25, -0.25], [-0.23, -0.03, 0.46], [-0.10, -0.28, -0.94], [0.20, -0.05, -0.07], [0.22, -0.02, -0.12], [0.86, -0.79, 0.49], [-0.91, 0.12, -1.19], [-1.17, 0.28, 0.44], [0.00, -0.83, 1.26], [0.86, 0.04, 0.91], [0.59, 0.55, -0.19], [0.20, 1.12, 0.88], [-1.07, -1.11, 0.18], [-0.45, -0.60, 1.76], [-0.64, 0.39, 0.06], [0.71, -0.70, -0.28], [0.25, -0.16, 0.33], [0.53, 0.46, 0.82], [0.42, 0.12, 0.18], [-0.19, 0.87, -0.66], [-0.13, 0.21, -1.38], [-0.45, -0.36, -0.18], [0.34, -0.44, -0.83], [-0.61, -0.24, -0.04], [0.11, 0.29, -0.52], [0.56, -0.18, -0.44], [0.00, 0.53, -0.32], [1.08, 0.83, -0.22], [-0.06, -1.15, -0.47], [-0.60, -0.24, 0.42], [-0.31, -0.61, 0.01], [0.65, 0.66, 0.26], [0.42, 0.67, 0.59], [-0.22, -1.10, 0.95], [1.11, 0.69, 0.24], [1.41, -0.26, -1.38], [-0.25, -0.70, -0.25], [0.61, -0.14, -0.22], [-0.55, 0.40, -0.23], [-0.61, -1.30, -0.08], [0.72, -0.68, 0.15], [0.98, 1.15, -0.95], [-0.01, 0.54, 0.14], [-0.15, 0.46, -0.22], [-0.47, -0.78, -0.52], [-0.63, 0.50, -0.52], [-1.03, -0.43, 0.66], [-0.14, 0.33, 0.09], [-0.55, -0.54, 0.10], [-0.39, 0.21, -0.20], [-0.03, 0.90, 0.40], [0.01, 0.35, 0.50], [-0.87, -1.74, -0.78], [0.88, 0.35, -1.05], [-0.13, -1.39, 0.60], [-0.36, -1.31, 0.02], [0.26, 0.55, 0.72], [0.56, 0.64, -0.82], [-1.17, 0.53, 0.01], [0.21, -0.90, 0.43], [0.29, 3.35, -0.22], [-0.10, 1.36, 0.37], [0.59, 0.14, -0.10], [-0.08, 0.38, 0.59], [0.51, -0.22, -0.24], [0.00, 1.25, -0.14], [0.01, 0.96, 0.22], [-0.02, 0.03, 0.75], [-0.41, 0.28, -0.14], [-0.33, -0.37, 0.38], [1.07, -0.29, -0.38], [-0.14, -0.95, 0.35], [-1.26, -1.38, -1.66], [0.43, -0.06, 0.88], [0.24, -1.34, 0.11], [-2.31, -0.07, -0.62], [0.15, 1.33, 0.64], [0.99, -0.04, -1.03], [0.16, -0.53, 0.43], [0.51, 1.42, -0.65], [0.79, -0.79, -0.77], [0.60, 1.22, -0.50], [-1.04, -0.23, -0.83], [1.89, -1.77, 0.70], [1.28, -0.45, 0.71], [0.18, 0.12, 0.70], [0.78, -0.06, -0.30], [-1.54, -0.55, -0.65], [-0.10, -0.17, 0.44], [0.08, -0.21, 0.28], [0.25, -0.09, -0.20], [0.29, -0.20, 0.12], [-1.14, 0.14, 0.81], [0.12, -1.14, 0.35], [-0.70, 0.51, -0.05], [-0.07, 1.42, -0.33], [-1.03, 0.42, 1.07], [-0.08, -0.37, -0.35], [0.14, 1.93, -0.66], [-0.55, -0.50, 0.50], [0.31, -1.61, -2.32], [0.76, 0.35, 1.08], [0.95, 0.98, 1.94], [-0.25, -2.13, -0.29], [0.57, 0.58, -1.21], [-1.33, -0.54, 0.19], [1.19, -0.11, -0.28], [0.52, -0.60, 0.59], [0.38, -0.49, 0.19], [-0.87, -0.60, -0.55], [0.46, 0.06, 0.43], [-0.20, 0.19, 0.26], [-0.51, 0.83, -1.14], [-1.55, -0.14, 0.14], [0.32, 1.12, -0.01], [0.49, 0.07, 0.29], [-0.65, -0.19, 0.26], [0.01, 0.10, 0.45], [-0.23, 0.30, 0.38], [-0.56, 0.07, -0.10], [0.35, -0.05, -0.26], [-2.46, -0.81, 1.40], [1.15, 0.65, -0.04], [-0.94, -0.14, 0.30], [-0.85, -1.14, -0.21], [1.36, 0.55, -1.17], [0.97, 0.74, 0.91], [1.38, -0.25, 0.46], [0.27, -1.20, -0.05], [0.13, 0.46, -2.25], [1.61, 0.99, -1.00], [0.04, -0.63, 0.03], [0.47, 0.15, -0.13], [0.05, 0.16, -0.31], [0.12, 0.10, 0.36], [-0.02, 0.33, -0.13], [-0.19, -0.01, 0.34], [-0.72, -0.39, 0.10], [0.40, -0.29, 0.06], [-0.28, -0.20, -0.08], [-2.04, 0.82, -0.48], [-0.59, -0.08, 1.29], [0.40, 0.35, 0.65], [-0.11, 0.07, 0.09], [0.06, -0.21, 2.01], [-0.66, 0.28, -0.18], [0.89, 0.91, -0.51], [-3.19, 0.33, 0.61], [0.81, -0.48, -0.91], [0.15, 1.19, 1.55], [-2.18, -1.75, -0.66], [1.59, 0.76, -0.27], [-3.29, -0.81, -2.62], [0.63, 0.23, -0.34], [0.41, 0.24, -0.25], [-0.26, -0.58, -0.86], [-0.19, -0.41, 0.04], [0.73, 0.09, -0.09], [0.71, -0.55, 0.01], [0.75, 0.03, -0.30], [-0.52, 0.23, -0.62], [0.54, -0.65, 0.01], [0.36, 0.39, 0.45], [-0.24, 0.41, 0.78], [0.86, 0.29, -0.96], [1.44, 0.30, 2.97], [0.67, -0.10, 0.15]]
}